Computed, not measured: a single C3H6N4O molecule, with ωB97M-V/def2-TZVPD.

The value obtained for the orbital gap is 9.36 eV. Its SMILES is [H]/N=c1/[nH]n(C)/c(=N\[H])o1. Its HOMO energy is -8.73 eV. The multiplicity is 1. For the lowest unoccupied orbital energy, the calculation gives 0.63 eV. For the total energy, the calculation gives -11210.9639 eV. Its energy above the lowest of the compared OMol25 structures with the same formula, charge and spin is 134.0 kcal per mole.

Last column: natural (NBO) charge in e.
CARTESIAN COORDINATES (ANGSTROEM)
H1 -3.915 -0.045 -0.236  0.40
N1 -2.765 -0.041 -0.680  -0.75
C1 -1.700 0.341 -0.113  0.67
N2 -0.671 -0.173 -0.749  -0.49
N3 0.558 0.314 -0.272  -0.31
C2 1.545 -0.829 -0.454  -0.45
C3 0.223 0.935 0.960  0.67
N4 1.032 1.230 1.949  -0.72
H2 1.965 0.611 1.726  0.34
O1 -1.060 1.021 1.060  -0.46
H3 -0.993 -0.226 -1.682  0.42
H4 2.685 -0.192 -0.505  0.21
H5 1.357 -1.316 -1.489  0.24
H6 1.739 -1.629 0.485  0.22

Atoms 1-3, force components in eV/Å:
5.131 0.690 -1.322
-6.491 1.065 2.947
-0.401 -0.427 1.628

Computed, not measured: 2 unconnected molecules or ions with the total composition C3H12N3O, with ωB97M-V/def2-TZVPD.

The value obtained for the orbital gap is 10.99 eV. Its HOMO energy is -14.04 eV. The multiplicity is 1. For the lowest unoccupied orbital energy, the calculation gives -3.05 eV. The charge is +1. For the total energy, the calculation gives -9817.0366 eV. Its energy above the lowest of the compared OMol25 structures with the same formula, charge and spin is 41.0 kcal per mole.

Last column: natural (NBO) charge in e.
CARTESIAN COORDINATES (ANGSTROEM)
C1 -1.365 2.564 -1.483  -0.26
O1 0.070 2.156 -1.283  -0.78
H1 0.451 2.448 -2.113  0.47
H2 -1.390 3.556 -1.069  0.20
H3 -1.754 2.499 -2.492  0.19
H4 -1.850 1.783 -0.906  0.18
C2 -0.494 -0.752 2.309  -0.41
C3 0.775 -1.270 0.208  0.68
N1 1.378 -0.188 -0.185  -0.72
N2 0.294 -1.589 1.412  -0.56
N3 0.760 -2.310 -0.698  -0.77
H5 1.415 0.681 0.335  0.44
H6 1.429 0.009 -1.176  0.43
H7 0.379 -2.561 1.663  0.42
H8 0.615 -3.287 -0.495  0.42
H9 1.402 -2.239 -1.477  0.40
H10 -0.217 -0.875 3.337  0.24
H11 -1.565 -0.910 2.150  0.22
H12 -0.333 0.287 1.963  0.21

Atoms 1-3, force components in eV/Å:
1.592 -1.264 1.267
-1.278 0.251 -1.365
0.699 0.088 -0.016

Computed, not measured: a single C2H4N4O2 molecule, with ωB97M-V/def2-TZVPD.

The value obtained for the orbital gap is 10.48 eV. Its SMILES is [H]/N=c1/oc(=O)[nH]n1N. Its HOMO energy is -10.03 eV. The multiplicity is 1. For the lowest unoccupied orbital energy, the calculation gives 0.45 eV. For the total energy, the calculation gives -12190.9891 eV. Its energy above the lowest of the compared OMol25 structures with the same formula, charge and spin is 57.6 kcal per mole.

Last column: natural (NBO) charge in e.
CARTESIAN COORDINATES (ANGSTROEM)
H1 -2.446 -1.420 0.265  0.39
N1 -1.428 -1.900 0.017  -0.67
C1 -0.495 -1.016 -0.172  0.64
O1 0.820 -1.435 -0.060  -0.47
C2 1.782 -0.513 -0.015  0.88
O2 3.038 -0.377 0.195  -0.57
N2 1.046 0.699 -0.214  -0.52
N3 -0.426 0.293 -0.501  -0.17
N4 -1.340 1.141 0.286  -0.60
H2 1.444 1.314 -0.808  0.39
H3 -0.839 1.175 1.172  0.35
H4 -1.157 2.039 -0.164  0.36

Atoms 1-3, force components in eV/Å:
3.498 -1.244 -1.476
-0.901 3.586 1.043
-1.429 -2.950 0.871

Computed, not measured: 7 unconnected molecules or ions with the total composition C16H31N3O4, with ωB97M-V/def2-TZVPD.

The value obtained for the orbital gap is 8.82 eV. Its SMILES is c1cc[nH]c1.c1cc[nH]c1.c1cc[nH]c1.CO.CO.CO.CO. Its HOMO energy is -8.10 eV. The multiplicity is 1. For the lowest unoccupied orbital energy, the calculation gives 0.71 eV. For the total energy, the calculation gives -29752.4483 eV. Its energy above the lowest of the compared OMol25 structures with the same formula, charge and spin is 135.7 kcal per mole.

Last column: natural (NBO) charge in e.
CARTESIAN COORDINATES (ANGSTROEM)
C1 -0.325 -4.245 -1.023  -0.30
C2 -1.526 -3.614 -1.434  -0.31
C3 -2.570 -4.337 -0.923  -0.08
N1 -2.038 -5.372 -0.203  -0.50
C4 -0.669 -5.320 -0.245  -0.08
H1 0.635 -3.884 -1.355  0.22
H2 -1.614 -2.756 -2.081  0.22
H3 -3.631 -4.228 -1.070  0.21
H4 -2.617 -6.015 0.304  0.41
H5 -0.090 -6.116 0.190  0.21
C5 0.425 0.128 -2.899  -0.32
C6 0.698 0.882 -4.050  -0.30
C7 2.011 1.285 -3.992  -0.08
N2 2.535 0.774 -2.837  -0.50
C8 1.585 0.075 -2.145  -0.07
H6 -0.511 -0.308 -2.589  0.22
H7 0.049 1.069 -4.890  0.22
H8 2.652 1.868 -4.630  0.21
H9 3.443 1.011 -2.481  0.41
H10 1.822 -0.325 -1.175  0.22
C9 2.505 3.391 0.016  -0.31
C10 1.636 2.453 0.622  -0.31
C11 2.028 2.329 1.926  -0.07
N3 3.075 3.173 2.143  -0.50
C12 3.379 3.840 0.982  -0.09
H11 2.461 3.792 -0.984  0.21
H12 0.733 2.063 0.188  0.22
H13 1.608 1.787 2.758  0.22
H14 3.588 3.315 2.993  0.41
H15 4.199 4.528 0.876  0.21
C13 1.676 -2.994 2.312  -0.25
O1 1.513 -1.717 2.918  -0.74
H16 0.695 -3.427 2.082  0.17
H17 2.210 -2.908 1.361  0.16
H18 2.178 -3.646 3.020  0.18
H19 0.854 -1.230 2.413  0.48
C14 -3.574 1.103 3.807  -0.25
O2 -3.394 1.040 2.397  -0.74
H20 -2.618 1.024 4.327  0.18
H21 -4.122 1.992 4.119  0.17
H22 -4.177 0.239 4.087  0.18
H23 -3.241 1.921 2.042  0.48
C15 -1.134 3.094 -1.772  -0.25
O3 -2.256 3.880 -1.402  -0.72
H24 -1.285 2.611 -2.745  0.16
H25 -0.198 3.648 -1.889  0.17
H26 -1.014 2.291 -1.052  0.18
H27 -2.299 4.620 -2.015  0.46
C16 -0.689 -0.599 0.383  -0.26
O4 -0.867 -0.114 1.705  -0.77
H28 -1.507 -1.283 0.124  0.18
H29 -0.641 0.231 -0.322  0.16
H30 0.182 -1.254 0.314  0.17
H31 -1.764 0.237 1.795  0.50

Atoms 1-3, force components in eV/Å:
-0.025 0.414 -0.213
-0.290 -0.102 -0.149
0.194 0.056 -0.111

Repeat the second record exactly.
Computed, not measured: 2 unconnected molecules or ions with the total composition C3H12N3O, with ωB97M-V/def2-TZVPD.

The value obtained for the orbital gap is 10.99 eV. Its HOMO energy is -14.04 eV. The multiplicity is 1. For the lowest unoccupied orbital energy, the calculation gives -3.05 eV. The charge is +1. For the total energy, the calculation gives -9817.0366 eV. Its energy above the lowest of the compared OMol25 structures with the same formula, charge and spin is 41.0 kcal per mole.

Last column: natural (NBO) charge in e.
CARTESIAN COORDINATES (ANGSTROEM)
C1 -1.365 2.564 -1.483  -0.26
O1 0.070 2.156 -1.283  -0.78
H1 0.451 2.448 -2.113  0.47
H2 -1.390 3.556 -1.069  0.20
H3 -1.754 2.499 -2.492  0.19
H4 -1.850 1.783 -0.906  0.18
C2 -0.494 -0.752 2.309  -0.41
C3 0.775 -1.270 0.208  0.68
N1 1.378 -0.188 -0.185  -0.72
N2 0.294 -1.589 1.412  -0.56
N3 0.760 -2.310 -0.698  -0.77
H5 1.415 0.681 0.335  0.44
H6 1.429 0.009 -1.176  0.43
H7 0.379 -2.561 1.663  0.42
H8 0.615 -3.287 -0.495  0.42
H9 1.402 -2.239 -1.477  0.40
H10 -0.217 -0.875 3.337  0.24
H11 -1.565 -0.910 2.150  0.22
H12 -0.333 0.287 1.963  0.21

Atoms 1-3, force components in eV/Å:
1.592 -1.264 1.267
-1.278 0.251 -1.365
0.699 0.088 -0.016

> orbital gap of number 3 (C2H4N4O2)?

10.48 eV